[1]
{
  "formula": "C21H24N5O8P2S2TeV",
  "method": "the ωB97M-V functional and the def2-TZVPD basis",
  "species": ["V", "N", "C", "S", "N", "N", "C", "C", "C", "C", "C", "C", "N", "H", "H", "H", "H", "H", "H", "H", "C", "C", "O", "P", "O", "O", "O", "P", "O", "O", "O", "H", "H", "H", "H", "H", "H", "H", "O", "S", "N", "Te", "C", "C", "C", "C", "C", "C", "C", "C", "C", "C", "C", "C", "H", "H", "H", "H", "H", "H", "H", "H", "H", "H"],
  "positions_angstrom": [[2.015403, 0.656660, 0.960585], [3.104953, 2.743959, -3.445059], [2.821578, 2.596893, -2.169574], [1.151362, 3.029358, -1.746129], [3.828236, 2.176120, -1.452209], [3.702841, 1.651413, -0.213711], [4.810557, 1.695347, 0.485103], [4.819676, 1.265054, 1.917168], [5.883949, 1.554529, 2.759922], [5.780538, 1.513330, 4.097064], [4.575636, 1.052495, 4.563959], [3.609279, 0.576280, 3.746325], [3.684344, 0.765044, 2.420031], [2.467996, 3.184012, -4.066421], [4.034139, 2.476635, -3.693365], [5.716221, 2.173913, 0.059080], [6.810435, 1.856275, 2.269049], [6.536527, 1.778132, 4.831122], [4.415435, 1.046615, 5.641726], [2.665260, 0.129033, 4.116063], [-2.152616, 1.974219, 0.792123], [-0.733886, 1.556930, 1.101003], [-0.065362, 0.849002, 0.010500], [-0.566526, 0.383303, 2.504554], [-1.595213, -0.832335, 2.303652], [-0.938403, 1.116748, 3.755023], [0.817521, -0.231546, 2.390705], [0.209177, 3.049903, 1.630377], [-0.056687, 4.359422, 0.779781], [-0.449001, 3.339043, 3.019918], [1.668461, 2.690745, 1.554092], [-2.604337, 1.089901, 0.274409], [-2.217630, 2.829845, 0.123562], [-2.866684, 2.082787, 1.586861], [0.084272, 1.485325, -0.742091], [-1.263545, -1.468137, 1.668625], [-0.592200, 2.457530, 3.466067], [0.400958, 4.226731, -0.052528], [1.554010, -3.401607, -0.334339], [2.668787, -2.782048, 0.416823], [2.562032, -1.367401, 0.650274], [-1.001763, -1.892647, -1.361874], [-1.739469, -3.630844, -2.333620], [-2.437152, -3.495046, -3.568136], [-3.238846, -4.506860, -4.079182], [-3.153053, -5.756188, -3.471890], [-2.377404, -5.951653, -2.288795], [-1.686148, -4.848355, -1.737458], [-2.834200, -0.949084, -1.484252], [-3.081758, 0.345627, -2.047265], [-4.303639, 0.956500, -1.843940], [-5.270908, 0.403601, -1.061425], [-5.106914, -0.847797, -0.505580], [-3.955506, -1.531354, -0.794315], [-2.418521, -2.553925, -4.042907], [-3.862501, -4.430050, -4.970721], [-3.693450, -6.616231, -3.901071], [-2.253210, -6.950392, -1.872536], [-1.144268, -4.967841, -0.832936], [-2.353343, 0.909463, -2.515312], [-4.498840, 1.894438, -2.279205], [-6.082249, 0.976074, -0.707512], [-5.878860, -1.327120, 0.089904], [-3.925496, -2.559755, -0.370122]],
  "atomic_forces_ev_per_a": [[1.152, -0.529, 0.141], [0.648, 0.151, -1.301], [-1.541, -0.401, 2.314], [0.457, -0.114, -0.408], [0.695, -0.272, -0.171], [0.736, 0.287, 1.009], [-0.665, -0.092, -0.073], [-1.055, 0.288, -0.575], [1.986, 0.673, -2.381], [-0.340, -0.253, 1.143], [0.043, -0.268, 2.578], [-1.737, -0.036, -1.078], [0.018, -0.166, -0.378], [-0.241, 0.166, -0.260], [0.311, 0.038, -0.481], [-0.616, -0.388, 0.232], [-0.135, 0.115, 0.178], [0.140, 0.125, -0.505], [-0.083, -0.228, -0.198], [0.694, 0.356, -0.321], [-1.035, -1.934, -1.566], [0.254, 0.455, -0.054], [-0.347, 0.685, 0.175], [0.461, -1.606, 0.795], [-0.520, 0.909, 0.193], [-0.249, -0.607, 0.106], [-0.681, 0.827, 0.173], [0.918, -0.072, 0.451], [-1.128, -0.286, 1.312], [0.914, 2.174, -1.465], [-0.709, -0.033, 0.503], [0.378, 0.757, 0.060], [0.094, 0.072, -0.028], [0.341, 0.436, 0.988], [0.182, -0.210, 0.164], [0.275, -0.402, -0.439], [-0.539, -0.937, 0.915], [0.833, 0.036, -1.169], [0.036, -0.878, -0.202], [-0.755, -0.884, -0.552], [0.662, 2.008, 0.207], [1.136, -0.303, -0.143], [-0.725, 1.058, -1.597], [-0.251, -0.370, 1.187], [0.747, -0.623, 0.202], [0.334, -1.052, 1.384], [-0.145, 0.820, -1.516], [-0.846, -1.813, -0.150], [-2.743, 1.200, 0.054], [-0.757, -2.622, 1.556], [0.240, -0.297, -0.141], [-0.177, -0.328, 0.952], [-0.059, -0.227, -0.577], [1.410, -1.012, 0.182], [-0.046, 1.026, -0.494], [0.321, 0.388, 0.179], [0.254, 0.497, 0.286], [-0.190, 0.273, 0.024], [0.438, -0.138, 0.718], [1.657, 0.701, -1.095], [-0.001, 1.190, -0.407], [-1.114, 0.706, -0.194], [0.099, 0.200, -0.001], [0.565, 0.760, -0.441]],
  "multiplicity": 4,
  "charge": -1,
  "energy_ev": -119234.270,
  "e_above_lowest_ev": 0.000,
  "e_homo_ev": [-4.21, -5.23]
}

---

[2]
{
  "formula": "C5H8N2",
  "method": "the ωB97M-V functional and the def2-TZVPD basis",
  "species": ["C", "C", "C", "C", "N", "C", "N", "H", "H", "H", "H", "H", "H", "H", "H"],
  "positions_angstrom": [[-0.101080, 1.264865, 1.998557], [-0.196250, 0.630723, 0.645367], [0.856213, 0.118151, -0.073151], [0.333063, -0.639357, -1.155134], [1.096348, -1.374286, -2.089795], [-1.033475, -0.530420, -1.097353], [-1.346639, 0.234547, 0.013798], [-0.470000, 0.580866, 2.772689], [0.959251, 1.438428, 2.209673], [-0.620322, 2.222117, 2.112850], [1.900725, 0.254796, 0.178605], [0.696643, -2.293665, -2.236394], [2.038101, -1.503603, -1.738862], [-1.795812, -0.928698, -1.752798], [-2.286518, 0.505188, 0.252262]],
  "atomic_forces_ev_per_a": [[-0.024, 0.061, 0.044], [0.067, -0.145, 0.009], [0.063, -0.029, 0.032], [-0.208, 0.054, 0.106], [0.044, -0.100, 0.058], [0.106, -0.069, -0.110], [0.061, 0.111, 0.115], [-0.020, 0.131, -0.097], [-0.210, 0.022, -0.026], [-0.032, -0.137, -0.154], [-0.123, -0.102, -0.004], [0.054, 0.111, -0.096], [-0.087, 0.018, -0.130], [0.088, 0.095, 0.141], [0.219, -0.021, 0.112]],
  "charge": 0,
  "energy_ev": -8294.758,
  "e_above_lowest_ev": 0.238,
  "e_homo_ev": -7.39,
  "smiles": "Cc1cc(N)c[nH]1"
}

---

[3]
{
  "formula": "C6H9N",
  "method": "the ωB97M-V functional and the def2-TZVPD basis",
  "species": ["C", "C", "N", "C", "C", "C", "C", "H", "H", "H", "H", "H", "H", "H", "H", "H"],
  "positions_angstrom": [[2.378598, 0.905877, -0.316940], [-0.273617, 1.396048, -0.170578], [1.882242, -0.214786, -0.649344], [0.930685, -0.743475, 0.315637], [-0.374529, -0.024739, -0.056430], [-1.695668, -0.232369, 0.734715], [-1.536621, -0.816640, -0.617984], [2.272331, 1.348189, 0.678038], [2.931550, 1.486338, -1.054938], [-1.122796, 1.761411, -0.777797], [1.215354, -0.531419, 1.358019], [0.833876, -1.828211, 0.195890], [-2.358704, 0.616297, 0.878967], [-1.599319, -0.867666, 1.611476], [-1.395134, -1.891584, -0.692584], [-2.088246, -0.363271, -1.436142]],
  "atomic_forces_ev_per_a": [[0.141, -0.234, -0.117], [-0.393, -0.306, -0.040], [0.174, 0.356, 0.165], [-0.121, -0.115, 0.124], [0.395, 0.294, -0.126], [-0.263, 0.012, 0.129], [-0.130, -0.044, -0.145], [-0.029, -0.065, -0.114], [0.155, -0.190, 0.067], [-0.176, -0.064, 0.259], [-0.059, 0.067, -0.155], [-0.005, 0.187, 0.017], [0.116, -0.117, -0.067], [0.106, 0.111, -0.167], [0.026, 0.163, 0.027], [0.063, -0.056, 0.142]],
  "charge": 0,
  "energy_ev": -7852.633,
  "e_above_lowest_ev": 5.526,
  "e_homo_ev": -8.43
}